# 1
The following is a DFT calculation (wB97M-V/def2-TZVPD) of the molecule C25H28N2O5S at a distorted geometry.

Properties
Frontier orbital gap in hartree: 0.295
LUMO energy in eV: 0.508
SMILES: COc1ccc(S(=O)(=O)Cc2ccc(C(=O)N3CCN(c4cccc(C)c4)[C@@H](C)C3)o2)cc1
Highest occupied orbital energy in eV: -7.513
Energy above the lowest of the compared OMol25 structures with the same formula, charge and spin in eV: 0.580

The geometry in ORCA input format:
```
! wB97M-V def2-TZVPD RIJCOSX def2/J DEFGRID3
* xyz 0 1
C -2.50733 -6.93828 -0.32850
H -1.66407 -6.72791 0.33591
H -3.42417 -6.52250 0.09956
O -2.27526 -6.44500 -1.62926
C -2.09527 -5.11747 -1.80510
C -2.11792 -4.16820 -0.78361
C -1.91129 -2.83334 -1.08381
C -1.68631 -2.44580 -2.38810
C -1.66525 -3.37525 -3.41379
C -1.87405 -4.70561 -3.12585
H -1.87087 -5.45599 -3.89994
H -1.50259 -3.03616 -4.42444
S -1.29949 -0.73862 -2.74708
O -1.76985 0.08292 -1.66258
O -1.72410 -0.40435 -4.07815
C 0.55338 -0.74296 -2.71463
C 0.93820 -1.28228 -1.40458
C 1.34202 -2.52240 -0.98729
C 1.41582 -2.45994 0.42176
C 1.01656 -1.19684 0.77125
C 1.00075 -0.54347 2.10147
O 1.86645 -0.81309 2.92032
N 0.01580 0.34445 2.35762
C -1.16440 0.62610 1.56695
C -1.38231 2.15534 1.55180
N -0.13035 2.85768 1.66501
C 0.63028 3.13516 0.53742
C 1.75660 3.95711 0.65302
C 2.52789 4.30075 -0.44367
C 2.16477 3.83441 -1.70100
C 1.04156 3.03997 -1.83466
C 0.28048 2.68230 -0.73783
H -0.57206 2.04295 -0.89518
H 0.74454 2.69136 -2.81506
H 2.75309 4.10102 -2.56682
C 3.74479 5.16184 -0.27579
H 3.86268 5.83243 -1.12436
H 4.63760 4.53823 -0.21499
H 3.68276 5.75329 0.63473
H 2.03110 4.35780 1.61762
C 0.52007 2.64292 2.94991
C 0.15519 1.23803 3.48584
H -0.78312 1.26088 4.04785
H 0.94781 0.85745 4.13049
C 0.13763 3.72803 3.95718
H 0.43471 4.70506 3.58603
H 0.63134 3.54598 4.90825
H -0.93760 3.73881 4.11868
H 1.60240 2.66371 2.79086
H -2.00464 2.45491 2.40129
H -1.90028 2.45274 0.64172
H -1.06018 0.26006 0.54973
H -2.03022 0.13255 2.03058
O 0.73693 -0.48475 -0.34177
H 1.71399 -3.23708 1.09409
H 1.57307 -3.36283 -1.60917
H 0.85465 0.29474 -2.83624
H 0.88399 -1.35684 -3.54439
H -1.93624 -2.08283 -0.30957
H -2.29140 -4.45580 0.24051
H -2.61828 -8.01537 -0.44024
*
```



# 2
The following is a DFT calculation (wB97M-V/def2-TZVPD) of a structure of composition C43H51N7O7PSeSiTa at a distorted geometry.

Properties
Frontier orbital gap in hartree: 0.215
LUMO energy in eV: -5.979
Highest occupied orbital energy in eV: -11.839
Energy above the lowest of the compared OMol25 structures with the same formula, charge and spin in eV: 0.071

The geometry in ORCA input format:
```
! wB97M-V def2-TZVPD RIJCOSX def2/J DEFGRID3
* xyz 2 1
Ta -0.13325 0.80647 -0.56173
O 5.07087 -4.33016 -3.65528
C 4.72380 -3.24319 -4.36191
O 4.86616 -3.19511 -5.54837
C 4.10233 -2.10186 -3.60736
C 4.45208 -0.80673 -3.97399
C 3.82857 0.27937 -3.38201
C 2.80884 0.07873 -2.44977
C 2.47177 -1.21554 -2.07990
C 3.12575 -2.30196 -2.63960
N 2.05933 1.15295 -1.84895
C 2.48074 2.34684 -1.97127
C 1.80627 3.47632 -1.32489
C 2.23692 4.76545 -1.56880
C 1.60975 5.81175 -0.90402
C 0.59929 5.50666 -0.01704
C 0.23348 4.17633 0.16914
N 0.81578 3.16843 -0.47744
H 5.00752 -4.16613 -2.70319
H 5.21307 -0.65815 -4.72862
H 4.13440 1.26933 -3.68975
H 1.68573 -1.37508 -1.35402
H 2.84037 -3.30415 -2.34364
H 3.38310 2.59570 -2.52657
H 3.04944 4.94655 -2.25949
H 1.91578 6.83498 -1.07090
H 0.08810 6.27986 0.53827
H -0.55130 3.92078 0.86103
C -6.05139 -2.84426 4.44664
O -5.69731 -2.40702 3.13782
C -5.97751 -1.12651 2.80707
C -6.57535 -0.20397 3.65842
C -6.81621 1.08373 3.19483
C -6.43575 1.47876 1.92372
C -5.87763 0.53014 1.05829
C -5.65295 -0.75400 1.49719
N -6.75733 2.86087 1.64088
N -6.13096 3.57121 0.84528
C -4.90445 3.12502 0.23994
C -4.79954 3.17427 -1.12515
C -3.62025 2.76578 -1.79814
C -2.56215 2.34975 -1.05006
O -1.38517 1.89699 -1.51697
C -2.63124 2.33613 0.35442
N -1.50748 1.86095 0.98927
C -1.50484 1.84894 2.30405
C -2.57917 2.33752 3.06855
C -3.70645 2.79009 2.44081
C -3.77420 2.76163 1.02840
H -5.74849 -3.88460 4.50807
H -7.12869 -2.76890 4.60266
H -5.52503 -2.26349 5.20636
H -6.87320 -0.47501 4.65821
H -7.30581 1.81039 3.83070
H -5.65491 0.78022 0.03203
H -5.22815 -1.50399 0.84387
H -5.65952 3.50095 -1.69469
H -3.55115 2.77936 -2.87731
H -0.62540 1.44627 2.78384
H -2.49961 2.34223 4.14545
H -4.53960 3.17190 3.01580
N 0.86769 -0.00397 -5.60116
C -0.19372 -1.01451 -5.29777
P -1.12371 -0.44839 -3.81137
O -2.26835 0.41315 -4.21649
O -0.02539 0.06304 -2.90015
C -1.92747 -2.01230 -3.28517
N -3.28813 -1.61575 -2.81886
H 1.57008 -0.35360 -6.25841
H 1.32169 0.24033 -4.70803
H 0.45681 0.85474 -5.98105
H 0.32039 -1.95512 -5.09999
H -0.83585 -1.11039 -6.17037
H -1.40550 -2.49628 -2.46270
H -2.02937 -2.69189 -4.13099
H -3.98978 -2.34580 -2.94219
H -3.54349 -0.75222 -3.33573
H -3.19179 -1.35695 -1.81419
C 1.96816 1.07265 2.82035
C 2.01888 -0.04210 1.78873
O 1.07554 0.34510 0.72065
C 1.56227 -1.38215 2.33381
C 1.13895 -2.38759 1.47091
C 0.74634 -3.62493 1.95257
C 0.78645 -3.88569 3.31484
C 1.21368 -2.89575 4.18533
C 1.58775 -1.64939 3.69976
H 2.10083 2.03119 2.31737
H 2.77853 0.95809 3.53969
H 1.02825 1.07280 3.36804
H 1.10672 -2.20456 0.40593
H 0.40792 -4.38854 1.26520
H 0.48212 -4.85058 3.69573
H 1.25522 -3.08829 5.24881
H 1.90952 -0.89542 4.40417
Se -1.63978 -1.02559 -0.28057
C 5.20107 -1.12765 3.46719
Si 4.75471 -1.31434 1.67651
C 6.18624 -0.83349 0.58227
C 4.30871 -3.08754 1.31193
C 3.41480 -0.07994 1.16037
H 6.04768 -1.77422 3.70671
H 4.37256 -1.42238 4.11361
H 5.48851 -0.10433 3.71590
H 7.06490 -1.44435 0.79580
H 6.47428 0.21100 0.71759
H 5.92986 -0.97854 -0.47192
H 5.23207 -3.65627 1.17627
H 3.70281 -3.19372 0.41074
H 3.75342 -3.54276 2.13328
H 3.88082 0.90591 1.27919
H 3.30833 -0.22047 0.08773
*
```



# 3
The following is a DFT calculation (wB97M-V/def2-TZVPD) of the molecule C5H10N2O at a distorted geometry.

Properties
Frontier orbital gap in hartree: 0.338
LUMO energy in eV: 0.457
SMILES: C=NN(C)CCC=O
Highest occupied orbital energy in eV: -8.729
Energy above the lowest of the compared OMol25 structures with the same formula, charge and spin in eV: 5.147

The geometry in ORCA input format:
```
! wB97M-V def2-TZVPD RIJCOSX def2/J DEFGRID3
* xyz 0 1
C 2.06668 -0.87433 0.83107
C 0.04188 -1.21417 -0.62124
C -1.45460 -0.94369 -0.00236
C -1.81411 0.48120 0.19750
C 1.68065 1.68227 -0.01949
H 2.99120 -0.29356 0.77939
H 1.44570 -0.43268 1.60502
H 2.04683 -2.00305 0.79872
H 0.46908 -2.24310 -0.52882
H -0.04527 -1.11481 -1.68097
H -1.33128 -1.53595 1.01202
H -2.39325 -1.41768 -0.48072
H -0.98758 1.28897 0.55575
H 2.35725 1.38086 0.89652
H 1.45676 2.70090 -0.22709
N 1.26541 -0.38285 -0.39142
N 0.99809 0.89890 -0.64828
O -3.12211 0.65875 0.27940
*
```



# 4
The following is a DFT calculation (wB97M-V/def2-TZVPD) of the molecule C2HN3O3 at a distorted geometry.

Properties
Frontier orbital gap in hartree: 0.340
LUMO energy in eV: -1.960
SMILES: O=[N+]([O-])c1cnno1
Highest occupied orbital energy in eV: -11.203
Energy above the lowest of the compared OMol25 structures with the same formula, charge and spin in eV: 9.219

The geometry in ORCA input format:
```
! wB97M-V def2-TZVPD RIJCOSX def2/J DEFGRID3
* xyz 0 1
C 0.01691 -0.10776 -0.16827
C -1.07534 -0.19210 0.75471
H -0.91438 -0.57574 1.94873
N 1.24948 -0.17875 0.45859
N -2.17976 -0.03593 -0.06082
N -1.65741 0.35043 -1.29032
O 1.47953 -0.95993 1.38214
O 2.12252 0.71876 -0.02710
O -0.42970 0.41925 -1.25747
*
```



# 5
The following is a DFT calculation (wB97M-V/def2-TZVPD) of the molecule C13H13NO5 at a distorted geometry.

Properties
Frontier orbital gap in hartree: 0.335
LUMO energy in eV: 0.553
SMILES: Cc1cc(C(=O)NCc2ccc(C(=O)O)o2)c(C)o1
Highest occupied orbital energy in eV: -8.568
Energy above the lowest of the compared OMol25 structures with the same formula, charge and spin in eV: 0.330

The geometry in ORCA input format:
```
! wB97M-V def2-TZVPD RIJCOSX def2/J DEFGRID3
* xyz 0 1
C -0.51490 1.64014 -5.14536
C -0.75640 1.37963 -3.70277
C -0.97565 0.23252 -3.01054
C -1.12966 0.60486 -1.64017
C -1.00241 1.97268 -1.60780
O -0.77856 2.43702 -2.85295
C -1.10999 2.97937 -0.51636
H -1.87271 2.68532 0.20074
H -1.37630 3.94092 -0.94939
H -0.15964 3.10083 0.00655
C -1.41348 -0.35551 -0.56186
O -1.93206 -1.43632 -0.75649
N -1.07835 0.07279 0.69122
H -0.46678 0.86578 0.79073
C -1.20833 -0.81235 1.83194
C 0.06550 -1.54526 2.10553
C 0.62306 -2.62984 1.47743
C 1.85750 -2.85620 2.10991
C 1.97207 -1.88845 3.08256
C 3.04994 -1.65815 4.03566
O 4.05101 -2.32871 4.10580
O 2.82191 -0.60833 4.84087
H 3.56396 -0.50382 5.45623
O 0.87891 -1.09125 3.07012
H 2.57761 -3.61920 1.89855
H 0.18846 -3.18041 0.66883
H -1.99461 -1.52775 1.57639
H -1.49316 -0.22983 2.71127
H -1.02513 -0.76615 -3.39038
H 0.45770 2.10902 -5.29056
H -1.27427 2.31270 -5.54202
H -0.54524 0.70398 -5.69367
*
```



# 6
The following is a DFT calculation (wB97M-V/def2-TZVPD) of the molecule C9H16OS at a distorted geometry.

Properties
Frontier orbital gap in hartree: 0.307
LUMO energy in eV: 0.792
SMILES: CCC1=C(SC)OCC1(C)C
Highest occupied orbital energy in eV: -7.550
Energy above the lowest of the compared OMol25 structures with the same formula, charge and spin in eV: 0.154

The geometry in ORCA input format:
```
! wB97M-V def2-TZVPD RIJCOSX def2/J DEFGRID3
* xyz 0 1
C 0.05522 0.48524 -0.05459
C -1.14756 -0.12304 0.09936
C 0.14893 -1.92910 0.23983
C 1.04388 -0.64062 -0.08263
C 2.10115 -0.39536 1.06301
C 1.83505 -0.75223 -1.43637
C 0.15905 2.91017 0.53440
C -3.72966 -0.98293 0.16808
C 0.41482 1.82734 -0.55778
O -1.20183 -1.43691 0.45183
S -2.81863 0.55421 -0.07483
H 0.15286 -2.66935 -0.52959
H 0.53190 -2.55664 1.04683
H 2.73820 -1.24065 1.15083
H 1.74331 -0.20077 2.13305
H 2.68472 0.32439 0.67776
H 2.37038 0.15561 -1.82069
H 1.10254 -0.99480 -2.23627
H 2.49682 -1.59163 -1.42568
H 0.64549 3.94739 0.38148
H 0.38411 2.50024 1.48956
H -0.97713 3.05318 0.54397
H -4.73652 -0.77112 0.33388
H -3.33290 -1.73646 0.92998
H -3.87949 -1.53749 -0.69835
H 1.44681 1.85355 -0.90877
H -0.23154 1.94777 -1.41830
*
```